1:
18
Properties=species:S:1:pos:R:3:lowdin_charge:R:1 method="wB97M-V/def2-TZVPD" homo_energy_ev=-3.8 multiplicity=1 homo_lumo_gap_ev=7.40 charge=-1
C -1.183 -0.089 1.146 -0.192
C -0.742 0.938 2.223 -0.127
C -1.451 -1.516 1.698 -0.760
O -1.861 -2.335 0.841 -0.108
O -1.202 -1.729 2.909 -0.099
H -1.944 0.301 0.490 0.090
H -0.243 -0.299 0.640 0.067
H -1.521 1.680 2.422 0.050
H 0.154 1.471 1.899 0.045
H -0.534 0.333 3.101 0.048
C 0.660 0.511 -2.086 -0.167
C 1.996 -0.214 -2.249 -0.173
H 0.773 1.600 -2.182 0.062
H -0.025 0.132 -2.841 0.063
H 0.242 0.355 -1.097 0.028
H 2.391 -0.001 -3.244 0.052
H 1.780 -1.278 -2.162 0.065
H 2.709 0.139 -1.508 0.057


2:
18
Properties=species:S:1:pos:R:3:lowdin_charge:R:1 method="wB97M-V/def2-TZVPD" homo_energy_ev=-4.0 multiplicity=1 homo_lumo_gap_ev=8.22 charge=-1
C 0.278 -2.870 0.417 -0.195
C -0.739 -2.918 -0.701 -0.177
H 1.292 -2.927 0.021 0.061
H 0.307 -1.882 0.882 0.038
H 0.146 -3.583 1.236 0.048
H -0.773 -1.941 -1.185 0.060
H -1.763 -3.071 -0.330 0.056
H -0.492 -3.629 -1.479 0.046
C 0.762 2.511 0.216 -0.214
C -0.657 2.955 0.513 -0.145
C 0.751 1.151 -0.532 -0.746
O 0.297 1.166 -1.700 -0.092
O 1.172 0.167 0.130 -0.093
H 1.227 3.286 -0.383 0.086
H 1.356 2.430 1.128 0.086
H -0.714 3.918 1.031 0.050
H -1.209 2.235 1.139 0.071
H -1.241 3.002 -0.402 0.059


Result of the stability comparison: 1 is the least stable of them.


1:
89
Properties=species:S:1:pos:R:3:lowdin_charge:R:1 method="wB97M-V/def2-TZVPD" homo_energy_ev="-10.4 / -10.4" s_squared=0.758 multiplicity=2 homo_lumo_gap_ev="5.89 / 4.65" charge=+1
Ir 0.484 0.286 -0.553 1.455
Se 0.868 3.979 6.330 1.194
N 1.894 2.768 5.561 -0.216
C 1.430 2.570 4.354 -0.330
C 1.996 1.621 3.410 -0.063
C 3.161 0.891 3.662 0.050
C 3.627 0.037 2.692 0.018
C 2.901 -0.121 1.510 -0.070
N 1.788 0.555 1.285 0.024
C 1.354 1.451 2.186 -0.143
C 0.232 2.274 1.809 -0.167
N -0.256 2.091 0.579 0.007
C -1.272 2.831 0.151 -0.075
C -1.852 3.814 0.944 0.013
C -1.363 4.018 2.216 0.042
C -0.301 3.233 2.668 -0.087
C 0.277 3.355 3.993 -0.337
N -0.176 4.159 4.921 -0.217
H 3.679 1.041 4.600 0.131
H 4.548 -0.512 2.818 0.130
H 3.237 -0.805 0.733 0.079
H -1.622 2.639 -0.853 0.121
H -2.666 4.405 0.551 0.128
H -1.776 4.770 2.876 0.134
O -0.202 0.165 -2.691 -0.465
S -1.545 -0.382 -2.361 0.886
O -1.122 -1.923 -1.851 -0.285
O -1.866 0.266 -1.030 -0.572
C -2.075 -2.539 -1.080 -0.348
C -2.984 -3.410 -1.668 0.015
C -3.974 -3.991 -0.898 -0.041
C -4.030 -3.746 0.470 -0.051
C -3.118 -2.887 1.054 -0.065
C -2.146 -2.252 0.280 -0.260
P -1.171 -0.913 1.050 1.118
C -0.332 -1.752 2.436 -0.321
C -0.858 -1.886 3.722 -0.089
C -0.113 -2.501 4.716 -0.057
C 1.152 -2.999 4.437 -0.055
C 1.657 -2.923 3.148 -0.056
C 0.920 -2.301 2.154 -0.109
C -2.480 0.102 1.802 -0.327
C -2.265 0.747 3.020 -0.113
C -3.268 1.506 3.603 -0.062
C -4.480 1.673 2.952 -0.054
C -4.693 1.063 1.722 -0.047
C -3.708 0.273 1.156 -0.075
H -2.901 -3.607 -2.729 0.132
H -4.712 -4.628 -1.365 0.117
H -4.794 -4.212 1.077 0.115
H -3.168 -2.687 2.118 0.114
H -1.852 -1.528 3.953 0.101
H -0.531 -2.597 5.709 0.113
H 1.737 -3.458 5.224 0.114
H 2.627 -3.345 2.914 0.119
H 1.305 -2.249 1.143 0.068
H -1.313 0.645 3.524 0.101
H -3.097 1.966 4.568 0.116
H -5.259 2.274 3.402 0.115
H -5.630 1.202 1.200 0.116
H -3.891 -0.215 0.210 0.108
N 1.980 1.543 -1.167 -0.012
C 2.048 2.662 -1.563 -0.308
N 2.218 3.854 -1.820 0.120
C 1.880 4.705 -2.759 -0.354
N 1.600 5.511 -3.536 0.127
C 3.082 -6.537 -4.876 -0.047
C 2.881 -5.361 -3.959 -0.259
C 3.297 -4.087 -4.324 0.003
C 3.119 -2.991 -3.485 -0.199
C 3.560 -1.613 -3.896 -0.017
C 2.548 -3.218 -2.238 -0.066
C 2.037 -4.461 -1.868 -0.197
C 1.334 -4.670 -0.552 -0.019
C 2.243 -5.527 -2.735 -0.005
C 2.565 -2.094 -1.210 -0.550
O 3.594 -1.848 -0.611 0.074
O 1.384 -1.559 -1.082 -0.189
H 3.717 -6.276 -5.721 0.076
H 2.125 -6.891 -5.263 0.084
H 3.543 -7.367 -4.340 0.082
H 3.771 -3.933 -5.287 0.118
H 3.960 -1.622 -4.908 0.081
H 4.335 -1.243 -3.222 0.089
H 2.724 -0.911 -3.856 0.084
H 2.051 -4.674 0.274 0.090
H 0.810 -5.624 -0.547 0.084
H 0.609 -3.876 -0.370 0.056
H 1.903 -6.515 -2.440 0.121


2:
89
Properties=species:S:1:pos:R:3:lowdin_charge:R:1 method="wB97M-V/def2-TZVPD" homo_energy_ev="-10.5 / -10.5" s_squared=0.761 multiplicity=2 homo_lumo_gap_ev="6.98 / 5.52" charge=+1
Ir 0.284 0.667 -0.137 1.452
Se 1.740 3.287 6.816 1.181
N 2.661 2.287 5.676 -0.212
C 1.880 2.059 4.656 -0.329
C 2.285 1.262 3.492 -0.063
C 3.495 0.563 3.399 0.048
C 3.747 -0.187 2.275 0.013
C 2.817 -0.208 1.237 -0.062
N 1.688 0.489 1.315 -0.045
C 1.402 1.176 2.439 -0.112
C 0.047 1.748 2.511 -0.109
N -0.748 1.513 1.449 -0.035
C -2.013 1.905 1.482 -0.080
C -2.526 2.616 2.564 0.001
C -1.708 2.904 3.634 0.043
C -0.390 2.441 3.621 -0.062
C 0.565 2.641 4.720 -0.330
N 0.291 3.332 5.791 -0.214
H 4.196 0.607 4.222 0.131
H 4.653 -0.768 2.180 0.127
H 2.963 -0.784 0.335 0.116
H -2.616 1.638 0.625 0.107
H -3.560 2.931 2.548 0.123
H -2.065 3.466 4.487 0.130
O 0.713 -1.869 -0.152 -0.429
S -0.213 -2.201 0.968 0.468
O 0.407 -2.487 2.225 -0.263
O -1.218 -1.120 0.963 -0.399
C -1.089 -3.584 0.308 -0.263
C -1.259 -4.771 0.985 -0.024
C -1.935 -5.808 0.345 -0.040
C -2.413 -5.647 -0.944 -0.047
C -2.234 -4.445 -1.623 -0.052
C -1.567 -3.405 -0.997 -0.308
P -1.276 -1.817 -1.828 1.226
C -0.193 -2.029 -3.201 -0.344
C -0.110 -1.015 -4.167 -0.106
C 0.805 -1.125 -5.196 -0.060
C 1.657 -2.223 -5.253 -0.042
C 1.595 -3.216 -4.282 -0.047
C 0.680 -3.119 -3.248 -0.055
C -2.888 -1.234 -2.337 -0.335
C -3.734 -0.795 -1.311 -0.084
C -4.959 -0.235 -1.621 -0.067
C -5.346 -0.101 -2.951 -0.057
C -4.525 -0.569 -3.967 -0.055
C -3.293 -1.132 -3.668 -0.066
H -0.864 -4.883 1.987 0.124
H -2.078 -6.749 0.859 0.117
H -2.923 -6.465 -1.435 0.115
H -2.594 -4.332 -2.638 0.122
H -0.746 -0.141 -4.090 0.103
H 0.870 -0.348 -5.947 0.115
H 2.389 -2.294 -6.046 0.118
H 2.270 -4.060 -4.325 0.116
H 0.651 -3.877 -2.476 0.115
H -3.415 -0.888 -0.278 0.101
H -5.615 0.103 -0.829 0.112
H -6.291 0.366 -3.194 0.112
H -4.844 -0.498 -4.999 0.113
H -2.666 -1.505 -4.466 0.106
N 1.556 0.346 -1.696 0.017
C 2.522 0.407 -2.355 -0.326
N 3.440 0.480 -3.202 0.096
C 4.710 0.133 -3.169 -0.386
N 5.833 -0.136 -3.197 0.100
C -2.980 5.449 -5.928 -0.038
C -2.360 4.721 -4.766 -0.246
C -3.036 4.600 -3.557 0.004
C -2.510 3.875 -2.498 -0.192
C -3.268 3.767 -1.200 -0.020
C -1.270 3.260 -2.668 -0.066
C -0.527 3.423 -3.844 -0.179
C 0.860 2.847 -3.995 -0.014
C -1.098 4.151 -4.879 0.007
C -0.740 2.329 -1.647 -0.546
O 0.210 2.607 -0.846 -0.031
O -1.161 1.140 -1.538 -0.114
H -3.725 6.170 -5.593 0.080
H -3.481 4.741 -6.591 0.089
H -2.227 5.971 -6.517 0.083
H -4.003 5.077 -3.439 0.122
H -4.083 4.488 -1.171 0.087
H -2.616 3.957 -0.346 0.080
H -3.702 2.768 -1.091 0.077
H 1.443 2.961 -3.082 0.080
H 1.393 3.346 -4.802 0.091
H 0.833 1.778 -4.223 0.065
H -0.539 4.276 -5.800 0.126


Result of the stability comparison: 1 is the least stable of them.


1:
13
Properties=species:S:1:pos:R:3:lowdin_charge:R:1 method="wB97M-V/def2-TZVPD" homo_energy_ev="-9.2 / -9.2" multiplicity=1 homo_lumo_gap_ev="7.49 / 7.49" charge=0
C -0.132 0.023 1.527 -0.124
C -0.212 -0.048 -1.133 -0.566
C -0.721 0.445 0.229 -0.684
O 1.190 0.132 -1.164 0.026
O -0.760 0.683 -2.181 -0.076
Br -1.324 2.253 0.111 0.826
Br -3.122 -0.925 -0.005 -0.010
H 0.914 0.280 1.428 0.094
H -0.272 -1.029 1.695 0.087
H -0.645 0.727 2.230 0.086
H -0.304 -1.111 -1.139 0.129
H 1.502 0.949 -1.444 0.069
H -1.132 0.337 -3.024 0.144


2:
13
Properties=species:S:1:pos:R:3:lowdin_charge:R:1 method="wB97M-V/def2-TZVPD" homo_energy_ev=-8.6 multiplicity=1 homo_lumo_gap_ev=7.13 charge=0
C -0.688 -0.313 -0.252 -0.157
C 0.752 -0.916 -0.199 -0.549
C 1.673 0.208 -0.454 -0.589
O 2.601 -0.155 -1.362 0.085
O 1.962 1.052 0.484 0.088
Br 0.453 2.120 -2.224 -0.125
Br 0.980 -1.486 1.725 0.755
H -0.868 0.016 -1.262 0.004
H -0.608 0.597 0.432 0.095
H -1.336 -1.071 0.149 0.061
H 0.952 -1.819 -0.715 0.091
H 3.232 0.607 -1.521 0.167
H 1.417 0.813 1.260 0.074


Result of the stability comparison: 1 is the least stable of them.